Record 1
The following is a quantum chemistry calculation of an isolated ion of composition C11H17N2O and charge +1 at a distorted geometry, from OMol25.

Output
Energy above the lowest of the compared OMol25 structures with the same formula, charge and spin   466.4 kJ/mol
Charge   +1
E_tot   -16699.9097 eV
Kohn-Sham gap   9.021 eV
SMILES   C=CCC(=O)CC/C(N=C)=[N+](\C)C=C

The geometry in XYZ format:
```
31
Properties=species:S:1:pos:R:3:lowdin_charge:R:1
C -1.37 0.49 1.81 0.011
C -2.03 -0.20 0.89 -0.161
C -2.93 0.50 -0.25 -0.061
C -1.92 1.24 -1.05 -0.429
O -1.77 2.41 -0.72 0.076
C -1.18 0.68 -2.22 -0.090
C -0.41 -0.54 -1.70 -0.021
C 0.68 -0.10 -0.55 -0.242
N 1.21 1.02 -0.75 0.103
C 1.50 2.23 -0.66 0.119
N 1.25 -0.91 0.30 -0.058
C 1.25 -2.34 0.29 0.011
C 2.08 -0.26 1.29 -0.104
C 2.82 -0.90 2.15 0.080
H -1.03 0.02 2.77 0.088
H -1.07 1.58 1.62 0.094
H -2.20 -1.23 1.09 0.087
H -3.55 1.23 0.25 0.123
H -3.49 -0.27 -0.79 0.125
H -1.70 0.41 -3.09 0.121
H -0.50 1.47 -2.60 0.133
H -1.03 -1.16 -1.07 0.094
H 0.05 -1.15 -2.44 0.116
H 1.07 2.90 0.11 0.129
H 2.24 2.68 -1.35 0.130
H 1.16 -2.59 -0.83 0.141
H 2.11 -2.75 0.54 0.044
H 0.40 -2.83 0.68 0.097
H 2.19 0.84 1.20 0.120
H 2.78 -1.96 2.16 0.053
H 3.40 -0.53 2.94 0.069
```

=====

Record 2
The following is a quantum chemistry calculation of C34H53AlBCaClF10LiN3O13PS2 as an isolated structure at a distorted geometry, from OMol25.

Output
Energy above the lowest of the compared OMol25 structures with the same formula, charge and spin   0.0 kJ/mol
Charge   +1
E_tot   -163761.1595 eV
Kohn-Sham gap   1.631 eV

The geometry in XYZ format:
```
121
Properties=species:S:1:pos:R:3:lowdin_charge:R:1
C 3.90 1.73 3.75 0.178
C 4.49 1.38 2.79 -0.119
C 5.18 1.08 1.53 -0.112
C 4.17 0.98 0.42 -0.026
C 3.76 2.10 -0.35 -0.179
N 4.27 3.32 -0.20 0.210
C 4.31 4.01 0.89 -0.294
C 3.10 4.43 1.64 0.017
C 5.64 4.47 1.41 0.010
C 2.76 1.91 -1.41 -0.445
S 2.29 3.34 -2.37 0.904
C 2.22 0.68 -1.70 -0.130
C 1.21 0.38 -2.79 -0.088
C -0.21 1.00 -2.59 -0.178
C -1.21 0.00 -2.00 -0.203
C -0.74 -0.44 -0.59 -0.185
C -1.95 -0.78 0.33 -0.176
C -2.06 0.15 1.55 -0.192
C -0.77 0.29 2.35 -0.218
C -0.76 -0.44 3.71 -0.199
C -1.09 0.47 4.89 -0.191
C 0.13 1.35 5.29 -0.236
C 0.57 1.22 6.75 -0.224
C 1.67 0.13 6.88 -0.103
C 2.67 -0.46 -0.91 -0.276
N 2.29 -1.71 -1.05 -0.136
S 3.06 -2.55 0.11 1.188
N 3.92 -1.41 0.81 -0.172
C 3.61 -0.26 0.15 -0.286
H 3.34 2.13 4.57 0.064
H 5.62 0.09 1.66 0.124
H 5.99 1.77 1.33 0.127
H 2.22 3.83 1.42 0.089
H 3.33 4.47 2.71 0.096
H 2.91 5.46 1.34 0.120
H 5.71 5.56 1.33 0.115
H 5.76 4.23 2.47 0.107
H 6.44 4.07 0.79 0.097
H 1.35 3.89 -1.56 -0.155
H 1.06 -0.70 -2.78 0.120
H 1.61 0.71 -3.75 0.137
H -0.63 1.34 -3.53 0.132
H -0.23 1.81 -1.85 0.015
H -1.34 -0.86 -2.66 0.118
H -2.16 0.53 -1.95 0.086
H -0.17 -1.35 -0.70 0.102
H -0.16 0.40 -0.16 0.082
H -2.84 -0.61 -0.29 0.102
H -1.99 -1.84 0.58 0.115
H -2.36 1.14 1.17 0.093
H -2.88 -0.21 2.17 0.121
H 0.11 -0.08 1.80 0.088
H -0.55 1.35 2.55 0.096
H -1.51 -1.22 3.66 0.118
H 0.21 -0.89 3.92 0.102
H -1.31 -0.20 5.73 0.108
H -1.97 1.09 4.74 0.114
H -0.13 2.40 5.12 0.100
H 0.95 1.09 4.62 0.074
H 1.04 2.17 7.02 0.096
H -0.29 1.03 7.39 0.111
H 1.84 -0.26 5.88 0.057
H 2.59 0.58 7.26 0.066
H 1.33 -0.66 7.55 0.049
Li -0.98 3.06 -0.65 0.825
O -2.03 -4.94 -2.54 -0.272
Cl -2.98 -4.09 -1.92 0.676
O -4.28 -4.21 -2.64 -0.616
O -2.57 -2.72 -2.04 -0.329
O -3.19 -4.45 -0.55 -0.321
C 0.66 -3.54 7.23 -0.575
O -0.03 -2.80 6.46 -0.183
H 1.61 -4.01 6.79 -0.013
H 1.09 -3.04 8.18 -0.018
H 0.16 -4.43 7.67 0.102
C -3.91 4.64 -6.34 -0.072
C -4.02 3.32 -7.06 -0.207
O -3.45 2.25 -6.30 0.044
C -4.20 1.81 -5.29 -0.607
O -5.28 2.22 -4.97 0.119
O -3.52 0.84 -4.67 -0.010
C -4.17 0.33 -3.51 -0.057
H -2.87 4.84 -6.06 0.073
H -4.26 5.46 -6.97 0.080
H -4.50 4.64 -5.42 0.069
H -3.45 3.35 -7.99 0.126
H -5.05 3.09 -7.32 0.128
H -5.19 0.02 -3.73 0.108
H -4.17 1.09 -2.72 0.087
H -3.60 -0.53 -3.18 0.070
Ca 3.08 -3.32 7.99 1.603
C 6.53 -0.21 4.80 0.059
C 5.99 -1.42 5.65 -0.655
O 6.72 -2.41 5.60 0.163
O 4.92 -1.20 6.23 0.003
H 7.47 -0.45 4.32 0.086
H 5.78 0.04 4.05 0.027
H 6.68 0.64 5.48 0.102
F -1.92 -3.74 -7.06 -0.204
P -2.46 -2.30 -6.45 0.391
F -2.18 -0.81 -7.11 -0.213
F -2.50 -3.10 -5.00 -0.222
F -3.75 -1.59 -5.71 -0.197
F -3.49 -2.52 -7.72 -0.204
F -0.86 -2.03 -6.08 -0.237
Al -6.18 -4.88 -3.05 0.913
C -8.04 -2.71 -10.06 -0.123
C -6.57 -2.37 -9.95 -0.115
O -6.38 -2.28 -8.54 0.066
C -7.34 -3.01 -7.94 -0.573
O -7.35 -3.27 -6.78 0.141
O -8.28 -3.41 -8.83 0.057
H -8.27 -3.35 -10.91 0.130
H -8.67 -1.83 -10.09 0.130
H -5.92 -3.16 -10.34 0.137
H -6.31 -1.44 -10.44 0.133
B 6.86 -2.93 10.95 -1.250
F 6.46 -2.13 12.01 0.100
F 7.78 -2.25 10.13 0.094
F 7.40 -4.13 11.40 0.110
F 5.70 -3.23 10.14 -0.007
```

=====

Record 3
The following is a quantum chemistry calculation of C19H20CoF5NO4P2 as an isolated structure, from OMol25.

Output
Energy above the lowest of the compared OMol25 structures with the same formula, charge and spin   15.8 kJ/mol
Charge   +1
E_tot   -99491.2571 eV
Kohn-Sham gap (alpha / beta)   7.956 / 7.957 eV

The geometry in XYZ format:
```
52
Properties=species:S:1:pos:R:3:lowdin_charge:R:1
Co -0.20 0.07 -0.47 0.263
C -1.42 -3.03 -0.71 -0.191
P -1.08 -1.53 -1.65 0.877
C -0.53 -2.03 -3.31 -0.181
C -2.68 -0.68 -1.94 -0.338
C -2.40 0.60 -2.73 -0.340
P -0.91 1.46 -2.05 0.890
C -1.50 3.00 -1.32 -0.208
C 0.07 1.94 -3.50 -0.198
H -0.48 -3.53 -0.47 0.056
H -2.06 -3.70 -1.28 0.068
H -1.91 -2.76 0.23 0.059
H 0.34 -2.68 -3.23 0.059
H -0.26 -1.17 -3.91 0.043
H -1.33 -2.58 -3.80 0.071
H -3.11 -0.44 -0.96 0.097
H -3.39 -1.33 -2.46 0.102
H -3.25 1.28 -2.73 0.097
H -2.19 0.36 -3.78 0.086
H -1.97 3.62 -2.09 0.065
H -0.66 3.54 -0.88 0.059
H -2.22 2.79 -0.53 0.057
H -0.58 2.41 -4.23 0.067
H 0.54 1.07 -3.94 0.050
H 0.85 2.65 -3.21 0.059
F 1.59 -2.49 -1.24 0.052
C 2.23 -1.31 -1.35 -0.208
C 1.55 -0.12 -1.15 -0.082
C 2.34 1.02 -1.21 -0.218
F 1.77 2.22 -0.95 0.059
C 3.69 1.01 -1.50 -0.138
F 4.38 2.14 -1.56 0.145
C 4.32 -0.21 -1.74 -0.129
F 5.61 -0.25 -2.02 0.158
C 3.58 -1.38 -1.65 -0.137
F 4.17 -2.55 -1.85 0.145
O -0.15 -0.86 1.26 -0.013
C -0.32 0.27 1.82 -0.489
O -0.51 1.28 1.04 -0.039
C -0.27 0.43 3.28 -0.117
C -0.40 1.69 3.85 0.015
C -0.35 1.84 5.23 -0.027
C -0.18 0.72 6.03 0.033
C -0.05 -0.52 5.44 -0.114
C -0.09 -0.70 4.07 0.082
N 0.13 -1.71 6.30 -0.349
O 0.21 -2.79 5.74 0.092
O 0.19 -1.53 7.49 0.101
H -0.54 2.55 3.21 0.125
H -0.45 2.81 5.68 0.118
H -0.14 0.80 7.11 0.129
H 0.02 -1.68 3.64 0.135
```

=====

Record 4
The following is a quantum chemistry calculation of a 2-piece molecular cluster, C9H15NO4S overall at a distorted geometry, from OMol25.

Output
Energy above the lowest of the compared OMol25 structures with the same formula, charge and spin   417.7 kJ/mol
E_tot   -30085.6377 eV
Kohn-Sham gap (alpha / beta)   8.824 / 6.866 eV

The geometry in XYZ format:
```
30
Properties=species:S:1:pos:R:3:lowdin_charge:R:1
C -3.18 -1.19 0.19 -0.316
C -0.11 0.37 -1.41 -0.252
C -0.54 -0.11 1.03 -0.139
C 0.74 -0.83 -0.95 -0.290
C 0.58 -0.95 0.61 -0.279
C 2.76 -0.18 0.11 -0.486
C 3.11 1.36 0.18 0.028
C 3.95 -1.03 0.44 0.002
C -4.82 0.63 0.20 -0.009
N -3.65 -0.12 0.80 -0.058
O -3.50 -2.05 -0.55 0.119
O -0.68 2.40 0.29 -0.512
O 2.11 -0.57 -1.18 -0.035
O 1.85 -0.49 1.19 -0.071
S -1.16 1.09 -0.16 0.873
H 0.67 1.03 -1.85 0.134
H -0.82 -0.10 -2.05 0.073
H -0.73 -0.08 2.06 0.064
H 0.40 -1.67 -1.51 0.142
H 0.57 -2.05 0.95 0.177
H 2.90 1.58 1.29 0.126
H 2.53 2.05 -0.38 0.059
H 4.09 1.55 -0.15 0.061
H 3.64 -2.01 0.83 0.104
H 4.60 -0.61 1.17 0.080
H 4.46 -1.10 -0.49 0.082
H -5.32 -0.09 -0.42 0.080
H -5.25 0.93 1.15 0.093
H -4.37 1.29 -0.54 0.081
H -3.16 0.29 1.52 0.068
```

=====

Record 5
The following is a quantum chemistry calculation of an isolated ion of composition C11H21N2 and charge +1 at a distorted geometry, from OMol25.

Output
Energy above the lowest of the compared OMol25 structures with the same formula, charge and spin   330.2 kJ/mol
Charge   +1
E_tot   -14717.3504 eV
Kohn-Sham gap   8.742 eV
SMILES   CCN1C[C@]1(CC)C(C)(C)C#[N+]C

The geometry in XYZ format:
```
34
Properties=species:S:1:pos:R:3:lowdin_charge:R:1
C -3.61 1.18 -0.81 -0.053
C -3.10 0.00 0.02 -0.206
N -1.76 0.27 0.49 -0.079
C -1.14 -0.24 1.69 -0.033
C -0.58 -0.46 0.36 -0.393
C -0.46 -1.86 -0.10 -0.139
C 0.96 -2.52 0.16 -0.048
C 0.62 0.61 0.00 -0.333
C 0.49 1.90 0.88 0.001
C 0.27 0.86 -1.45 0.012
C 2.04 0.24 0.04 0.152
N 3.22 0.31 -0.04 0.162
C 4.60 0.08 -0.12 -0.013
H -2.68 1.35 -1.52 0.093
H -4.48 0.88 -1.38 0.075
H -3.74 2.07 -0.25 0.058
H -3.15 -0.94 -0.57 0.131
H -3.60 0.01 0.93 0.101
H -1.55 -1.07 2.21 0.121
H -0.85 0.62 2.32 0.113
H -1.20 -2.49 0.21 0.092
H -0.46 -2.05 -1.23 0.141
H 1.23 -2.60 1.22 0.089
H 1.71 -2.08 -0.31 -0.010
H 0.85 -3.54 -0.28 0.108
H 1.06 2.64 0.48 0.055
H 0.83 1.84 1.91 0.096
H -0.59 2.18 0.93 0.118
H 0.83 1.68 -1.86 0.110
H -0.74 1.16 -1.42 0.057
H 0.17 -0.03 -1.93 0.067
H 4.93 -0.64 0.58 0.090
H 5.14 1.06 -0.04 0.133
H 4.76 -0.43 -1.11 0.132
```

=====

Record 6
The following is a quantum chemistry calculation of an isolated ion of composition C5H13N2S and charge -1 at a distorted geometry, from OMol25.

Output
Energy above the lowest of the compared OMol25 structures with the same formula, charge and spin   61.0 kJ/mol
Charge   -1
E_tot   -19211.6463 eV
Kohn-Sham gap   5.864 eV
SMILES   C[C@@H](C[S-])NCCN

The geometry in XYZ format:
```
21
Properties=species:S:1:pos:R:3:lowdin_charge:R:1
C -1.58 -0.69 1.81 -0.107
C -1.01 0.09 0.63 -0.516
C -0.85 1.57 0.95 -0.730
S -2.44 2.49 0.69 0.055
N 0.26 -0.54 0.26 -0.059
C 0.52 -1.05 -1.03 -0.264
C 1.26 -0.08 -1.98 -0.290
N 2.47 0.50 -1.40 -0.027
H -0.84 -0.96 2.57 0.062
H -2.41 -0.16 2.29 0.055
H -2.00 -1.65 1.46 0.069
H -1.77 0.02 -0.14 0.094
H -0.15 1.96 0.21 0.019
H -0.52 1.76 1.97 0.032
H 0.85 -0.70 1.06 0.108
H -0.39 -1.37 -1.55 0.109
H 1.14 -1.95 -1.01 0.097
H 1.58 -0.61 -2.88 0.094
H 0.58 0.72 -2.25 0.101
H 3.09 -0.27 -1.14 0.052
H 2.21 0.94 -0.52 0.047
```